95
Properties=species:S:1:pos:R:3 method="wB97M-V/def2-TZVPD" energy_ha=-4659.8404 s_squared=0.75 homo_lumo_gap_ev="5.3582 / 5.3550" homo_energy_ev="-5.6 / -5.6" multiplicity=2 charge=0
Yb -1.60448 -0.29129 0.09002
N -0.07678 -3.25445 -2.98675
C -0.39215 -2.07369 -2.33660
S -2.10966 -1.71784 -2.19066
N 0.59933 -1.38391 -1.89691
N 0.30140 -0.24925 -1.10811
C 0.97045 0.87890 -1.47004
C 1.88519 0.88590 -2.64684
C 1.46352 0.47180 -3.90945
C 2.33066 0.50820 -4.99143
C 3.63957 0.94769 -4.82664
C 4.07422 1.34833 -3.57052
C 3.20100 1.31651 -2.48818
C 0.80603 2.03119 -0.74815
C 0.96789 3.34526 -1.32049
C 0.42786 4.44268 -0.76107
C -0.30103 4.29788 0.50114
C -0.35413 3.12169 1.12254
N 0.19523 1.92271 0.58055
H -0.81261 -3.65076 -3.54286
H 0.85078 -3.29735 -3.38005
H 0.44426 0.12944 -4.04575
H 1.98276 0.19684 -5.96968
H 4.31499 0.97738 -5.67301
H 5.09387 1.68662 -3.42951
H 3.53348 1.62849 -1.50362
H 1.48107 3.41822 -2.27171
H 0.52151 5.41365 -1.23092
H -0.78264 5.15454 0.95927
H -0.82300 2.99894 2.09311
C -4.01018 3.51169 1.51800
C -3.31509 2.40202 0.79309
N -2.78578 1.39087 1.37598
N -2.86505 1.42517 2.74031
C -2.28417 0.43801 3.37731
N -2.35480 0.53687 4.73435
S -1.41708 -0.92760 2.74594
C -3.22335 2.46411 -0.68131
C -3.84016 3.47815 -1.39058
C -3.70590 3.52314 -2.76988
C -2.95252 2.55454 -3.40098
C -2.37136 1.56942 -2.62170
N -2.50947 1.51747 -1.29682
H -3.93129 3.35697 2.58399
H -5.06894 3.54085 1.24169
H -3.56278 4.47300 1.25349
H -3.02700 1.18495 5.11109
H -2.15720 -0.29345 5.26074
H -4.41893 4.22843 -0.86980
H -4.17805 4.31453 -3.33834
H -2.81290 2.54934 -4.47332
H -1.77685 0.78188 -3.06146
C 1.03529 1.18469 1.54307
C 2.36456 1.79538 1.95286
C 2.86455 2.99788 1.46946
C 4.09773 3.47419 1.90824
C 4.84473 2.75948 2.83233
C 4.34932 1.55626 3.32331
C 3.12134 1.08341 2.88585
H 1.23498 0.20242 1.11968
H 0.44343 1.02400 2.43899
H 2.30592 3.57562 0.74497
H 4.47075 4.41519 1.51967
H 5.80300 3.13494 3.17138
H 4.91955 0.98781 4.04972
H 2.73282 0.14381 3.27305
C -4.10122 -3.08392 0.82071
S -4.45217 -1.32318 0.67660
C -5.35143 -1.35638 -0.88871
H -5.02685 -3.62999 1.00617
H -3.42270 -3.20547 1.66317
H -3.61727 -3.43820 -0.09017
H -4.72053 -1.76772 -1.67505
H -5.62385 -0.32919 -1.13383
H -6.25664 -1.95193 -0.77754
C 0.13760 -6.21903 2.55425
C 0.66745 -4.84451 2.93664
N 1.45227 -4.21841 1.87518
C 0.94952 -3.44716 0.88936
S -0.73378 -3.25250 0.67438
N 1.82522 -2.84996 0.08064
C 3.26035 -3.09778 0.04748
C 3.62397 -4.43675 -0.59171
H -0.39591 -6.66392 3.39993
H 0.95357 -6.88992 2.27218
H -0.55253 -6.13197 1.71333
H 1.31397 -4.91596 3.81073
H -0.15802 -4.17871 3.17516
H 2.44961 -4.31787 1.92800
H 1.42083 -2.38364 -0.73686
H 3.67672 -3.02526 1.05652
H 3.69777 -2.28267 -0.52497
H 3.22661 -5.27517 -0.01478
H 4.70884 -4.54884 -0.66287
H 3.20095 -4.49375 -1.59600